# 1
# C53H42BBrN10O5SSr

C53H42BBrN10O5SSr as an isolated structure at a distorted geometry (wB97M-V/def2-TZVPD, OMol25).

Output
energy relative to the best compared isomer or geometry (same formula, charge and spin) = 36.5 kcal/mol
M = 1109.4 Da
HOMO-LUMO gap (alpha / beta) = 4.03 / 3.19 eV
2S+1 = 1
total charge = -2
maximum force = 3.66 eV Å⁻¹
LUMO energy (alpha / beta) = 2.9 / 2.9 eV

Each line ends with the Mulliken charge.
Geometry (Å):
1 O 0.67 -1.31 1.74  -0.228
2 H -4.37 2.70 2.55  0.152
3 C -3.96 2.25 1.64  -0.981
4 C -1.42 -3.02 -2.74  -1.335
5 C 2.24 -5.27 6.44  -1.723
6 H 3.01 8.64 -8.22  0.405
7 C -2.37 -8.11 4.09  -0.452
8 H -2.26 -4.93 -2.14  0.493
9 H 2.89 -5.66 5.65  0.293
10 C -4.56 1.11 -0.54  0.342
11 C 4.49 5.33 -6.93  -0.824
12 C -2.05 -1.79 1.17  -0.896
13 C 3.82 -3.37 6.85  -1.789
14 C 1.51 -3.29 7.75  -2.197
15 C -4.92 1.82 0.66  1.171
16 H -2.79 -8.77 4.84  0.361
17 C -0.20 3.23 -2.24  0.015
18 N 2.99 3.86 -4.81  -0.108
19 C 1.92 -3.10 5.24  0.803
20 N -2.68 2.18 1.57  1.041
21 H 1.88 -3.76 8.66  0.448
22 C 2.96 1.35 -2.93  -0.473
23 C -6.27 2.08 0.93  -0.647
24 C 0.50 -1.65 3.97  0.353
25 H 3.91 -2.28 6.94  0.399
26 H 2.80 -3.08 1.93  0.485
27 S 0.33 1.41 2.07  -0.872
28 H 0.27 -1.93 6.06  0.562
29 Br -0.09 -8.08 5.83  -0.269
30 H 1.55 -2.21 7.87  0.397
31 H -5.38 0.13 -2.26  0.354
32 N -3.29 -6.69 0.85  -1.012
33 C 0.82 2.24 -2.20  -1.202
34 H 1.84 7.34 -6.44  0.504
35 C 0.84 -2.20 5.19  -0.818
36 C -1.10 5.31 -3.08  -0.124
37 O -3.35 0.87 -0.87  -1.061
38 H 7.17 7.45 -9.22  0.328
39 H 6.64 8.26 -10.71  0.242
40 C -0.09 4.37 -3.09  0.078
41 C -2.98 -3.94 1.75  -0.472
42 C 2.05 3.47 -3.89  0.431
43 C 5.14 6.04 -7.92  -0.568
44 O 5.17 8.01 -9.37  -0.475
45 C -1.10 -7.59 4.27  0.218
46 N -3.11 -5.69 0.03  -0.534
47 H 4.93 4.40 -6.59  0.239
48 H -3.03 5.82 -2.21  0.387
49 H 1.21 -5.56 6.21  0.268
50 C 4.61 7.23 -8.39  1.024
51 C -1.11 -1.74 -2.28  -0.696
52 H 0.77 3.10 3.99  0.260
53 Sr -1.42 0.93 -0.11  3.241
54 H 3.44 -4.09 4.10  0.317
55 C -2.00 -3.92 -1.86  -0.628
56 C 2.56 5.05 -5.36  0.073
57 C -0.82 2.49 2.90  0.642
58 C -2.62 -2.65 2.09  -0.162
59 O -1.63 -0.52 1.53  -0.204
60 H 4.16 -3.82 7.79  0.456
61 C 1.08 4.46 -3.93  0.826
62 B -0.41 -0.46 2.28  1.033
63 H -4.08 -8.16 2.81  0.353
64 C -0.54 -6.73 3.34  -0.265
65 C 6.36 7.53 -9.95  -0.840
66 N -1.33 -1.34 -1.05  0.702
67 H 3.53 -0.48 -1.92  0.445
68 N -1.29 3.05 -1.43  0.354
69 H -0.66 -1.01 -2.95  0.484
70 C 1.62 0.27 -1.26  -0.719
71 H 0.46 -6.33 3.49  0.414
72 C -6.95 0.97 -1.07  -0.413
73 C 1.99 2.34 -3.03  0.122
74 C 3.29 5.78 -6.38  0.369
75 H -1.01 6.18 -3.72  0.547
76 C -3.09 -7.76 2.97  -0.348
77 H 2.52 -5.76 7.38  0.469
78 H -3.45 -4.58 2.49  0.434
79 H -3.10 3.77 -0.81  0.299
80 C -2.24 -3.53 -0.53  1.667
81 H 6.21 6.55 -10.43  0.337
82 N 0.67 1.18 -1.35  0.868
83 H 1.46 -0.53 -0.55  0.519
84 H -2.75 -2.30 3.11  0.560
85 H 6.07 5.66 -8.32  0.360
86 C 2.60 -3.39 4.07  -0.169
87 H 3.85 1.41 -3.56  0.298
88 C 2.79 0.30 -2.03  -1.692
89 C 3.41 7.70 -7.85  -0.518
90 H -8.32 1.91 0.32  0.352
91 C -2.25 3.97 -1.46  -0.206
92 H 3.83 3.37 -5.03  0.178
93 C 2.26 -2.83 2.84  -2.253
94 C -7.28 1.69 0.09  -0.701
95 C -2.21 5.11 -2.24  -1.507
96 C -2.78 -4.45 0.45  -0.320
97 N -2.05 2.74 2.67  -1.560
98 N -0.23 3.15 3.97  -0.456
99 C -2.57 -6.88 1.99  -0.076
100 C -5.64 0.69 -1.37  -1.036
101 C 2.36 -3.75 6.56  2.309
102 H -1.22 -3.30 -3.76  0.396
103 H -0.66 4.03 4.23  0.245
104 H 0.46 -3.59 7.62  0.376
105 H 4.48 -3.70 6.05  0.307
106 C -1.26 -6.38 2.22  -0.039
107 N 1.41 5.42 -4.84  -0.845
108 H -6.51 2.62 1.84  0.316
109 C 2.77 6.99 -6.87  -0.558
110 O -0.51 -0.78 3.71  -0.765
111 C -1.87 -2.21 -0.16  0.104
112 H -0.82 -5.70 1.50  0.322
113 C 1.20 -1.96 2.80  0.534
114 H -7.74 0.62 -1.73  0.358

# 2
# C7H8O2

C7H8O2 as an isolated structure at a distorted geometry (wB97M-V/def2-TZVPD, OMol25).

Output
energy relative to the best compared isomer or geometry (same formula, charge and spin) = 177.7 kcal/mol
M = 124.1 Da
HOMO-LUMO gap = 8.88 eV
2S+1 = 1
maximum force = 5.52 eV Å⁻¹
LUMO energy = 0.6 eV

Each line ends with the Mulliken charge.
Geometry (Å):
1 H -1.55 -1.54 -1.22  0.332
2 C 1.03 -0.27 -1.05  0.046
3 O 1.14 -1.33 -0.12  -0.420
4 H 1.86 -0.82 1.80  0.367
5 H -1.98 0.32 -1.05  0.283
6 H 2.11 1.83 -0.73  0.576
7 C 0.67 0.82 0.77  -0.262
8 C -0.08 0.75 -0.57  -0.385
9 H 0.07 2.06 -1.10  0.316
10 C -2.21 -0.77 -0.78  -0.826
11 O -3.13 -0.37 1.56  -0.425
12 H 0.41 1.51 1.47  0.533
13 H 0.33 -1.17 1.80  0.293
14 C -2.64 -0.66 0.51  0.752
15 C 1.50 1.08 -0.46  -0.875
16 H 1.43 -0.79 -2.00  0.350
17 C 1.03 -0.66 1.18  -0.657

# 3
# C28H24N2O4S5W

C28H24N2O4S5W as an isolated structure (wB97M-V/def2-TZVPD, OMol25).

Output
energy relative to the best compared isomer or geometry (same formula, charge and spin) = 0.0 kcal/mol
M = 796.7 Da
HOMO-LUMO gap = 6.16 eV
2S+1 = 1
total charge = +2
maximum force = 0.84 eV Å⁻¹
LUMO energy = -6.8 eV

Each line ends with the Mulliken charge.
Geometry (Å):
1 C 1.74 1.78 1.10  0.386
2 C -2.65 2.09 -1.52  -0.855
3 H 4.94 3.86 0.89  0.454
4 N -5.11 1.99 3.00  -0.202
5 C 4.04 3.27 0.95  -0.670
6 C -2.24 -2.05 -2.02  -0.963
7 S 1.72 1.10 -1.56  -0.147
8 C -2.16 -2.26 1.33  -0.651
9 H -3.17 -2.45 -1.61  0.593
10 H -5.53 1.72 3.89  0.351
11 C 3.91 -1.52 -1.11  1.465
12 H -4.26 1.99 -2.93  0.468
13 H -3.13 -2.33 0.85  0.464
14 H -0.05 2.74 -0.37  0.845
15 H 1.70 2.27 3.19  0.520
16 C 5.25 -1.27 -0.83  -0.783
17 H -0.75 -1.75 4.37  0.441
18 H -4.04 1.83 2.98  0.300
19 N -1.36 0.10 -1.24  0.110
20 C -0.79 -1.93 3.31  -0.805
21 H -2.12 -2.44 -3.03  0.604
22 S 2.83 -1.23 0.24  -0.072
23 S 1.66 -2.99 0.26  0.021
24 H 4.12 -2.34 -4.37  0.522
25 H -2.95 -1.90 3.26  0.500
26 C -0.98 -2.41 0.57  0.803
27 H 5.56 -1.01 0.17  0.519
28 H -5.32 2.97 2.83  0.353
29 C 6.18 -1.35 -1.86  -0.738
30 O 1.82 -3.39 -3.14  -0.557
31 O -4.19 -0.20 0.34  -0.579
32 C 3.39 3.13 2.17  -0.776
33 H -2.80 3.12 -1.26  0.605
34 H 1.33 -2.12 3.10  0.561
35 C -5.47 1.10 1.85  -0.696
36 C -2.28 -0.56 -1.98  0.339
37 H 7.22 -1.15 -1.66  0.440
38 C 2.38 1.91 -0.14  0.588
39 H -4.00 -0.47 -3.23  0.568
40 S 0.21 0.89 1.09  0.115
41 C -4.13 0.56 1.31  0.882
42 H -6.02 1.65 1.09  0.279
43 H 3.79 3.60 3.06  0.443
44 C 5.76 -1.72 -3.13  -0.582
45 C 2.05 -2.29 -2.71  -0.202
46 H 6.49 -1.80 -3.93  0.431
47 C -2.05 -2.01 2.67  -0.538
48 C -3.47 1.45 -2.43  -0.670
49 C 3.54 2.67 -0.20  -0.935
50 C 4.43 -2.01 -3.39  -0.794
51 O -3.12 0.94 1.97  -0.768
52 C 2.22 2.38 2.25  -0.756
53 H 4.06 2.78 -1.15  0.507
54 C 0.29 -2.33 1.21  0.335
55 C -0.77 2.07 0.10  -1.551
56 C 3.48 -1.90 -2.39  0.788
57 C -3.31 0.09 -2.62  -0.835
58 H -6.09 0.28 2.21  0.292
59 C 0.36 -2.12 2.61  -0.559
60 H -1.41 2.63 0.78  0.695
61 S -0.85 -2.80 -1.15  -0.053
62 C -1.62 1.38 -0.93  0.768
63 O 1.11 -1.38 -2.54  -0.731
64 W 0.58 -0.84 -0.60  1.110

# 4
# C3H10N2O3

A 2-piece molecular cluster, C3H10N2O3 overall at a distorted geometry (wB97M-V/def2-TZVPD, OMol25).

Output
energy relative to the best compared isomer or geometry (same formula, charge and spin) = 39.2 kcal/mol
M = 122.1 Da
SMILES = NCC(=O)NCO.O
HOMO-LUMO gap = 10.40 eV
2S+1 = 1
maximum force = 5.10 eV Å⁻¹
LUMO energy = 0.6 eV

Each line ends with the Mulliken charge.
Geometry (Å):
1 H -1.16 1.71 -0.95  0.405
2 O 0.64 1.10 1.95  -0.504
3 H -1.19 1.69 1.51  0.238
4 H -1.14 0.86 -3.24  0.264
5 H 2.85 -2.28 0.55  0.296
6 H 1.18 0.19 1.97  0.326
7 C -0.38 0.97 -1.21  -0.560
8 H -1.11 -1.26 1.36  0.323
9 O 2.33 -1.50 0.52  -0.607
10 H -1.20 0.47 2.88  0.297
11 C -0.73 0.71 1.86  -0.415
12 O -0.72 -1.38 -1.02  -0.643
13 H 0.34 0.18 -2.88  0.247
14 H 1.73 -1.60 -0.25  0.328
15 N -0.19 0.95 -2.70  -0.602
16 C -0.65 -0.28 -0.47  0.486
17 H 0.62 1.35 -0.76  0.258
18 N -1.01 -0.28 0.86  -0.136

# 5
# C3H3N2O

An isolated ion of composition C3H3N2O and charge +1 at a distorted geometry (wB97M-V/def2-TZVPD, OMol25).

Output
energy relative to the best compared isomer or geometry (same formula, charge and spin) = 74.3 kcal/mol
M = 83.1 Da
HOMO-LUMO gap (alpha / beta) = 7.41 / 7.43 eV
2S+1 = 1
total charge = +1
maximum force = 6.54 eV Å⁻¹
LUMO energy (alpha / beta) = -8.1 / -8.1 eV

Each line ends with the Mulliken charge.
Geometry (Å):
1 C -0.31 0.90 0.44  0.093
2 C -0.70 -1.16 -0.31  -0.087
3 N 0.50 1.55 -0.28  -0.442
4 N -1.16 -0.04 0.15  -0.170
5 C 0.61 -1.43 -0.54  0.622
6 H 1.23 2.10 0.27  0.320
7 H -1.46 -1.84 -0.75  0.386
8 O 1.76 -1.45 -0.43  -0.057
9 H -0.46 1.37 1.45  0.335

# 6
# C2H4HoLiO2

C2H4HoLiO2 as an isolated structure at a distorted geometry (wB97M-V/def2-TZVPD, OMol25).

Output
energy relative to the best compared isomer or geometry (same formula, charge and spin) = 6.6 kcal/mol
M = 231.9 Da
HOMO-LUMO gap (alpha / beta) = 5.20 / 4.55 eV
2S+1 = 5
maximum force = 3.18 eV Å⁻¹
LUMO energy (alpha / beta) = -0.4 / -1.1 eV

Each line ends with the Mulliken charge.
Geometry (Å):
1 C -0.23 1.02 -0.28  -0.188
2 C 0.85 0.14 -0.54  -0.412
3 O -1.90 -0.23 -0.35  -0.843
4 Ho 2.47 -2.26 1.59  0.434
5 H 1.82 0.65 -0.70  0.191
6 H -2.53 0.20 0.24  0.192
7 O 1.01 -0.89 0.37  -0.558
8 H -0.33 1.87 -0.96  0.279
9 H -0.51 1.12 0.78  0.189
10 Li -0.65 -1.62 -0.14  0.716